Record 1
Density functional theory data (ωB97M-V/def2-TZVPD) for a molecular structure, C28H23N7OPtSb at a distorted geometry.

Summary:
**Charge**: +3
**2S+1**: 5
**ΔE to the lowest compared entry with this formula, charge and spin**: 41.9 kcal per mole
**Kohn-Sham gap (spin up / spin down)**: 7.895 / 5.718 eV
**Molar mass**: 790.38 g mol⁻¹
**HOMO level (spin up / spin down)**: -16.522 / -17.056 eV

Structure (XYZ):
```
61
Properties=species:S:1:pos:R:3:forces:R:3:lowdin_spin:R:1
Pt -0.753 -1.031 -0.176 0.41 0.72 -0.73 0.1034
C -2.774 0.618 -2.840 0.95 -0.31 0.61 0.0075
C -2.836 1.695 -1.779 -0.82 -0.34 -1.17 0.0237
C -3.868 2.650 -1.804 -0.25 0.18 -0.19 -0.0079
C -3.869 3.659 -0.865 -0.37 0.20 0.05 0.0242
C -2.916 3.706 0.143 0.07 0.04 0.86 0.0068
C -1.988 2.722 0.203 0.88 -0.81 -0.03 0.1358
N -1.956 1.755 -0.775 0.09 1.11 0.81 0.0309
Sb -0.467 2.386 1.819 -0.28 -1.06 -0.14 0.4301
C 1.730 2.165 2.165 0.10 -1.00 1.33 0.2041
C 2.544 3.229 1.862 -0.72 -0.09 -0.57 0.0367
C 3.872 3.059 2.174 0.69 -1.04 1.34 0.0058
C 4.205 1.976 3.044 0.83 2.73 -2.13 0.0200
C 3.243 1.088 3.424 1.35 -2.41 2.01 0.0218
C 3.490 -0.040 4.434 0.30 0.55 -0.63 0.0004
N 2.043 1.118 2.932 -2.88 2.10 -1.97 0.0876
C -1.399 0.477 2.498 0.44 1.54 0.93 0.0256
C -1.783 0.504 3.837 -0.41 -0.40 -1.26 0.0143
C -2.776 -0.409 4.267 1.72 1.53 1.00 0.0021
C -3.311 -1.242 3.380 -0.81 -1.51 -2.01 0.0022
C -2.793 -1.310 2.065 -0.14 0.43 0.67 0.0065
C -3.317 -2.354 1.166 -0.64 -0.29 -2.50 0.0017
N -1.840 -0.451 1.645 -0.28 -1.50 -0.73 0.0062
H -2.855 1.005 -3.847 -0.41 0.38 -0.04 0.0006
H -3.581 -0.084 -2.636 -0.12 -0.08 -0.19 0.0006
H -1.826 0.059 -2.842 -0.36 0.22 0.27 0.0048
H -4.668 2.628 -2.570 0.85 -0.20 0.46 -0.0005
H -4.607 4.442 -0.808 -0.37 -0.02 -0.53 0.0015
H -2.981 4.471 0.924 0.14 -0.26 -0.34 0.0029
H 2.185 4.115 1.370 -0.06 0.16 -0.28 0.0000
H 4.570 3.809 1.805 0.17 -0.33 0.40 0.0019
H 5.231 1.915 3.346 0.27 -0.29 0.41 0.0017
H 3.730 0.333 5.433 -0.32 0.10 -0.12 0.0003
H 4.338 -0.663 4.160 0.12 0.00 -0.23 0.0000
H 2.598 -0.651 4.416 -0.11 -0.14 0.39 0.0006
H -1.372 1.260 4.469 0.09 0.21 0.53 0.0051
H -3.051 -0.454 5.297 -0.30 0.20 0.55 0.0000
H -4.133 -1.916 3.626 0.32 0.15 0.05 0.0000
H -3.135 -3.358 1.550 0.10 0.02 0.03 0.0002
H -2.884 -2.284 0.099 -0.59 -0.14 1.67 0.0003
H -4.430 -2.283 1.018 0.96 0.10 0.40 0.0005
N -0.152 -2.816 0.365 0.15 -1.20 0.87 0.1485
C 0.448 -3.759 0.663 -1.03 1.90 -0.84 0.0079
N 1.244 -4.745 0.877 0.52 -0.10 -0.35 0.2468
C 0.867 -5.720 1.574 0.23 -2.60 1.99 0.0801
N 0.727 -6.668 2.303 -0.09 1.23 -1.07 0.4928
O 0.197 1.543 -0.263 0.55 0.22 0.50 0.3464
N -0.792 0.900 -0.708 -0.90 -0.15 -0.43 0.5114
C 0.222 -1.388 -1.847 -0.29 0.56 0.85 0.2655
C 0.973 -1.302 -2.809 1.15 -0.03 -1.00 0.1064
C 1.874 -1.304 -3.895 -0.50 0.82 0.86 0.1442
C 1.841 -2.384 -4.773 1.31 -0.38 -1.88 0.0927
C 2.624 -2.444 -5.914 0.20 0.77 0.35 0.0238
C 3.368 -1.308 -6.272 1.12 0.73 0.30 0.2279
C 3.440 -0.180 -5.358 -0.65 -1.80 -0.36 0.0330
C 2.773 -0.214 -4.177 -0.96 0.48 0.33 0.0547
H 1.232 -3.206 -4.608 -1.16 -1.35 0.70 0.0018
H 2.702 -3.345 -6.499 -0.31 -0.03 -0.18 -0.0014
H 4.016 -1.272 -7.191 -0.95 -0.15 0.98 0.0078
H 4.027 0.654 -5.598 0.75 0.96 -0.41 -0.0006
H 2.756 0.641 -3.499 0.27 -0.32 -0.17 0.0005
```
Forces are in eV/Å.

Record 2
Density functional theory data (ωB97M-V/def2-TZVPD) for a single C3H5NS molecule at a distorted geometry.

Summary:
**2S+1**: 1
**ΔE to the lowest compared entry with this formula, charge and spin**: 46.0 kcal per mole
**Kohn-Sham gap**: 8.726 eV
**Molar mass**: 87.15 g mol⁻¹
**HOMO level**: -8.880 eV
**Structure (SMILES)**: S=C[C@H]1CN1

Structure (XYZ):
```
10
Properties=species:S:1:pos:R:3:forces:R:3:nbo_charge:R:1
S -2.770 -0.191 -0.076 -1.70 -0.13 -0.11 0.0991
C -1.277 0.171 0.252 1.59 -0.01 -0.17 -0.3187
C -0.115 -0.516 -0.396 -0.79 -0.10 -0.16 -0.1675
C 1.125 0.366 -0.391 -2.14 0.85 -0.38 -0.2440
N 0.966 -0.727 0.506 1.87 -1.15 -0.64 -0.5360
H -0.993 0.959 1.009 -0.23 -0.74 -0.68 0.1859
H -0.274 -1.404 -1.038 -0.16 1.14 0.07 0.2339
H 1.829 0.224 -1.160 0.74 0.42 -0.82 0.2169
H 0.755 1.364 -0.003 1.48 -0.88 -0.78 0.1936
H 0.754 -0.246 1.297 -0.66 0.60 3.67 0.3367
```
Forces are in eV/Å.

Record 3
Density functional theory data (ωB97M-V/def2-TZVPD) for a molecular structure, C2H2FHoO2 at a distorted geometry.

Summary:
**Charge**: +1
**2S+1**: 6
**ΔE to the lowest compared entry with this formula, charge and spin**: 6.1 kcal per mole
**Kohn-Sham gap (spin up / spin down)**: 7.268 / 9.340 eV
**Molar mass**: 241.96 g mol⁻¹
**HOMO level (spin up / spin down)**: -13.457 / -15.457 eV

Structure (XYZ):
```
8
Properties=species:S:1:pos:R:3:forces:R:3:lowdin_spin:R:1
H -0.708 1.734 -1.332 0.40 0.69 1.31 0.0099
O -0.932 0.816 0.534 0.13 -0.33 1.41 0.1937
C -0.259 1.131 -0.501 -1.27 -0.99 -3.16 0.3047
C 0.627 0.164 -1.064 1.37 0.78 0.89 0.2703
O 0.828 -0.928 -0.425 -0.29 -0.45 0.61 0.1764
H 1.289 0.443 -1.895 -0.47 -0.36 -0.06 0.0093
F -0.575 -2.260 3.160 0.17 0.84 -1.15 0.0015
Ho -0.270 -1.100 1.523 -0.03 -0.19 0.15 4.0342
```
Forces are in eV/Å.

What is the formula in the third record? C2H2FHoO2

The lowest ΔE to the lowest compared entry with this formula, charge and spin belongs to which entry? C2H2FHoO2

Which value of molar mass does entry 2 give? 87.15 g mol⁻¹

What is the 2S+1 in the second record? 1